This record from the OMol25 dataset describes C72H84F18N21O36S18 as an isolated structure in a non-equilibrium geometry. The level of theory is wB97M-V/def2-TZVPD.

The geometry in XYZ format:
```
249
Properties=species:S:1:pos:R:3:forces:R:3:mulliken_charge:R:1
C 18.32403 32.57393 19.71350 -0.3 0.1 1.6 -0.7937
N 18.88389 31.72851 18.66765 -1.4 1.4 -0.6 0.3059
C 19.83121 30.85719 18.92865 1.2 -0.7 1.1 -0.5363
C 20.32376 30.03895 17.93389 -1.7 1.5 0.1 -1.1576
C 19.77094 30.19853 16.66860 0.6 -0.7 0.0 1.3090
C 18.77364 31.11714 16.40788 -0.7 -0.8 -1.2 -0.3050
C 18.34014 31.85706 17.45038 -1.2 2.0 -0.7 -0.4311
C 20.38038 29.41039 15.60264 -0.5 0.4 -0.4 0.8098
C 19.64873 28.87160 14.53793 -0.2 -0.1 0.0 -0.2297
C 20.28840 28.05708 13.62906 0.4 -0.9 0.4 -0.4735
N 21.60756 27.79243 13.77060 0.7 1.0 1.0 0.1713
C 22.31582 28.46813 14.73307 0.8 -1.0 -0.6 -0.6234
C 21.75311 29.26345 15.68542 -0.2 -0.7 -1.2 -0.9072
C 22.32642 26.79939 12.93069 0.5 1.4 -0.5 -0.9381
H 17.37933 32.15585 20.08570 0.5 -0.3 0.0 0.1558
H 18.03558 33.57889 19.44422 0.4 0.2 -0.9 0.4084
H 19.06555 32.64494 20.50893 -0.3 -0.1 0.1 0.3397
H 20.20810 30.85806 19.95860 -0.3 -0.2 -0.5 0.0878
H 21.04127 29.32162 18.18517 0.9 -1.0 0.2 1.0961
H 18.27230 31.15780 15.40734 0.7 0.3 1.1 0.4942
H 17.61005 32.69290 17.27018 0.6 -1.2 0.6 0.3538
H 18.54698 28.86061 14.54315 0.9 0.5 -0.2 0.1740
H 19.75282 27.43240 12.91183 0.2 0.4 0.1 0.3975
H 23.39663 28.33551 14.77970 -0.3 -0.4 -0.4 0.4497
H 22.39077 29.68574 16.44636 -0.2 0.2 0.0 0.6464
H 22.86329 26.07539 13.50438 0.1 -0.2 0.8 0.3832
H 23.06528 27.34249 12.30202 -0.7 -0.4 0.2 0.3654
H 21.60693 26.27900 12.34210 -0.5 -0.2 -0.6 0.2930
C 18.47648 21.49331 23.59757 -1.3 0.9 1.2 -0.7055
N 17.55761 22.68830 23.36108 1.5 -1.1 -0.8 1.0733
C 18.00022 23.87246 23.84459 -1.5 -0.1 -1.7 -0.0535
C 17.46587 25.02548 23.31709 -1.0 -0.1 -0.4 -1.9049
C 16.47969 24.99146 22.30444 0.0 -1.7 0.4 0.6051
C 16.04699 23.72355 21.86480 0.9 -0.6 0.5 -0.5818
C 16.61817 22.56306 22.39385 1.1 4.2 1.2 -2.0091
C 15.83862 26.15797 21.67251 -0.2 1.4 1.9 1.3092
C 15.78477 26.30680 20.32036 -1.0 0.4 -0.9 -1.2078
C 15.18341 27.47448 19.79289 0.9 -1.4 0.5 -1.6104
N 14.78444 28.45060 20.60054 0.0 1.1 -1.0 1.0805
C 14.74193 28.29536 21.93342 0.9 -0.8 -0.3 -0.9253
C 15.25386 27.16033 22.50534 0.6 -0.7 -0.5 -1.7044
C 14.58117 29.83387 19.96240 -0.6 -1.4 1.2 -0.6932
H 17.85100 20.60275 23.60968 0.2 0.0 -0.1 0.2976
H 18.86414 21.67233 24.60718 0.3 -0.4 -0.4 -0.0003
H 19.22634 21.49442 22.81919 0.1 0.0 0.1 0.4211
H 18.84231 23.91232 24.49822 0.2 -0.4 0.5 0.3029
H 17.85149 25.92781 23.70651 0.3 1.1 0.1 1.0721
H 15.39321 23.53431 21.02728 -0.2 0.5 0.1 0.8150
H 16.46621 21.67807 21.91088 -0.3 -2.4 -0.5 1.5751
H 16.14046 25.47018 19.72861 0.0 0.5 -0.5 1.0249
H 15.08808 27.64407 18.74085 0.0 0.0 -0.2 1.0876
H 14.42654 29.13576 22.47672 -0.5 0.9 0.8 1.0177
H 15.32418 27.03107 23.57669 -0.2 0.2 0.1 0.8258
H 14.46427 30.54290 20.76890 0.3 0.2 0.0 0.6111
H 13.69292 29.82272 19.37809 -0.9 -0.2 -0.4 0.2771
H 15.36136 30.00807 19.26008 0.9 0.2 0.0 -0.1247
C 20.34102 14.84034 20.00455 -0.9 -1.8 -0.2 -1.0337
N 19.47371 14.93144 21.21879 1.1 -0.2 0.1 0.2080
C 19.09154 13.82526 21.97589 1.3 0.0 -1.8 -0.4776
C 18.31734 13.96839 23.04709 -0.8 0.8 1.6 -0.5155
C 17.93544 15.27598 23.41681 0.0 -0.1 0.5 0.3660
C 18.43599 16.37408 22.77479 0.5 -0.6 -1.4 -0.4676
C 19.18770 16.17766 21.59013 -1.1 0.2 1.3 -0.1385
C 17.04837 15.59325 24.54939 -1.0 1.4 1.1 0.5342
C 17.38710 15.25968 25.87564 -1.6 0.5 -0.6 -0.8701
C 16.54946 15.66252 26.89346 -0.5 0.7 -0.8 -0.3035
N 15.49332 16.50478 26.65296 0.1 -1.4 1.8 0.3285
C 15.18838 16.93232 25.42828 1.8 -1.1 -0.5 -0.3410
C 15.94454 16.50281 24.34610 1.3 -0.5 0.4 -0.6248
C 14.69548 16.84603 27.86794 -0.8 0.4 -0.4 -1.0178
H 20.66277 15.77951 19.66832 0.2 1.6 0.0 0.3703
H 19.71873 14.43123 19.21976 0.0 -0.3 -0.2 0.3918
H 21.23481 14.23404 20.10377 -0.2 -0.3 0.6 0.3678
H 19.42262 12.81236 21.72592 0.2 0.7 -0.5 0.4004
H 18.09373 13.11260 23.67884 -0.2 0.1 -0.3 0.5147
H 18.18505 17.33863 23.15788 0.1 0.5 -0.2 1.0369
H 19.44547 17.01903 20.93310 0.3 -0.7 0.3 -0.0063
H 18.25975 14.75889 26.20386 0.8 -0.7 -0.3 0.5800
H 16.73162 15.30412 27.90181 -0.2 0.5 0.0 0.3876
H 14.41909 17.63048 25.28743 -1.0 0.8 0.2 0.6105
H 15.80088 17.03636 23.39760 -0.2 -0.7 0.1 0.5650
H 14.47297 17.90467 27.97100 0.2 0.2 -0.6 0.3086
H 15.28383 16.61950 28.71665 0.6 -0.4 0.7 0.3528
H 13.75542 16.29555 27.93460 0.2 -0.1 -0.4 0.3700
C 10.98504 30.11617 20.58942 0.1 -1.6 -1.4 -0.5765
N 10.81688 30.96416 19.39693 -0.1 1.3 0.6 0.3431
C 10.61689 32.30092 19.54303 0.1 -0.5 1.7 -0.3205
C 10.33316 33.05992 18.45938 0.5 0.5 -0.9 -0.9018
C 10.37242 32.51671 17.15066 -0.2 -1.1 2.5 1.4019
C 10.68313 31.16161 17.03720 -0.1 0.9 0.0 -1.1125
C 10.86749 30.42836 18.19357 0.9 -0.7 -0.6 0.0197
C 10.07891 33.30395 15.99176 1.0 1.0 -1.2 0.3400
C 10.97452 33.15696 14.90550 -1.7 0.6 -0.6 -0.2823
C 10.56893 33.76954 13.71523 0.3 -0.9 -0.5 -0.4333
N 9.44930 34.52876 13.64116 1.0 0.7 0.8 0.1038
C 8.74176 34.83196 14.76527 -0.3 0.1 -0.2 -0.2871
C 9.01270 34.23626 15.96717 1.0 -0.9 -0.2 -0.7902
C 9.08894 35.26178 12.40759 -0.6 -0.1 -0.1 -0.8644
H 10.07554 30.16384 21.14373 -0.3 0.2 0.7 0.5901
H 11.87693 30.34949 21.13034 0.2 0.7 0.5 0.2125
H 11.10405 29.08206 20.20763 -0.2 0.5 0.3 -0.1354
H 10.70761 32.71066 20.58589 -0.2 -0.6 -1.2 0.4437
H 10.31654 34.12011 18.63195 -0.4 0.3 -0.2 0.3737
H 10.82689 30.74056 16.05399 -0.1 -0.4 0.1 0.5962
H 11.20983 29.40554 18.20958 -0.4 -0.4 -0.4 0.6912
H 11.89701 32.56267 14.93460 -0.6 0.3 0.0 0.2174
H 11.08297 33.51995 12.75922 -0.4 0.7 0.8 0.4007
H 7.92073 35.54202 14.65076 0.3 -0.2 -0.1 0.4155
H 8.45283 34.43269 16.88393 0.0 0.0 -0.5 0.5476
H 9.49861 36.27027 12.31719 0.1 -0.1 0.7 0.3261
H 7.99679 35.29781 12.46122 0.3 0.1 -0.7 0.3430
H 9.46187 34.74573 11.53459 -0.2 -0.5 -0.1 0.3418
C 23.94116 27.39399 25.98841 0.4 1.1 1.2 -0.9133
N 22.72879 26.77214 26.54282 0.8 -0.9 1.6 0.2448
C 21.56102 27.42624 26.60423 0.2 -2.0 0.3 -0.5675
C 20.48506 26.81537 27.25408 2.3 -0.4 -0.6 -1.0226
C 20.56479 25.51061 27.73836 1.6 1.0 -2.3 1.3809
C 21.76581 24.81266 27.48084 0.2 0.6 2.0 -0.9842
C 22.90350 25.52261 27.13892 -2.8 1.4 -1.6 -0.5688
C 19.45651 24.86747 28.36057 -2.1 -0.4 1.8 0.7015
C 18.56928 25.64440 29.13988 -0.4 2.1 1.3 -0.7040
C 17.50792 25.13964 29.90363 1.1 -2.1 -2.3 -0.6582
N 17.33104 23.76868 29.80111 0.9 1.6 -0.1 0.4172
C 18.15559 23.02517 29.03903 -1.1 -0.1 0.5 -0.5558
C 19.20081 23.50017 28.32021 1.1 1.4 -1.2 -0.3286
C 16.25739 23.18523 30.60625 -0.2 0.4 0.0 -0.7209
H 24.54109 27.89659 26.81259 -1.0 -0.3 -1.0 0.3281
H 23.69270 28.06766 25.17320 -0.1 0.1 0.1 0.2989
H 24.54316 26.61142 25.61900 0.6 -0.8 -0.7 0.3740
H 21.49940 28.34404 26.06558 -0.1 0.5 -0.2 0.6226
H 19.65222 27.40548 27.20486 -2.4 1.0 0.4 0.5309
H 21.83387 23.81373 27.90126 0.3 0.0 -0.3 0.6456
H 23.88412 25.15561 27.21034 1.0 -0.5 -0.2 0.5356
H 18.73971 26.76053 29.24590 -0.2 -1.5 -0.3 0.4144
H 16.70434 25.67814 30.40394 0.6 0.0 0.1 0.4096
H 17.97148 21.99694 28.91590 -0.7 -1.2 0.4 0.8931
H 19.76742 22.86764 27.63048 -0.2 -0.2 0.5 0.3469
H 16.10791 22.16776 30.30617 0.1 -0.7 0.1 0.1283
H 15.32197 23.71749 30.37249 0.5 0.0 0.4 0.3405
H 16.60400 23.30670 31.63749 -0.6 -0.3 -0.1 0.3562
C 9.66112 29.58896 27.93817 1.1 0.2 -1.5 -0.8176
N 9.96975 28.34332 27.17710 -0.3 -0.3 -0.7 0.3180
C 11.23466 27.93547 27.01561 0.1 -0.2 0.4 -0.5698
C 11.56392 26.82966 26.24126 -0.2 0.0 -0.4 -0.8959
C 10.55754 26.18587 25.53502 -0.5 1.6 1.0 0.6872
C 9.26151 26.68657 25.65951 -0.4 -1.2 -1.1 -0.7150
C 8.97365 27.71771 26.45918 1.3 1.6 1.8 -0.6963
C 10.93751 25.15650 24.61056 0.5 -1.6 -1.5 0.7283
C 11.80248 25.49811 23.57145 -0.1 -1.0 -0.7 -0.9001
C 12.27603 24.47265 22.72057 -0.7 2.2 0.4 -0.5628
N 11.90048 23.22476 22.88849 1.0 -1.3 0.0 0.4647
C 11.10360 22.85015 23.86833 -1.8 0.8 1.1 -0.5038
C 10.52616 23.82163 24.68680 0.5 -0.9 0.1 -0.5833
C 12.47931 22.08484 22.13355 -0.1 1.0 -1.2 -0.9832
H 9.02554 30.19420 27.30022 0.1 0.2 -0.1 0.3185
H 10.57712 30.11396 28.23533 -0.2 -0.2 -0.6 0.3083
H 9.16344 29.36654 28.81671 -1.2 -0.8 1.7 0.3870
H 11.97978 28.50279 27.55257 0.1 0.1 -0.1 0.4326
H 12.57277 26.45235 26.07504 -0.1 0.5 0.6 0.9914
H 8.43701 26.34809 25.04973 0.1 -0.4 -0.1 0.5670
H 7.99694 28.11823 26.57201 -0.6 0.3 0.0 0.5044
H 11.96294 26.55333 23.36232 0.5 -0.3 0.0 0.7924
H 12.82827 24.68139 21.83119 0.5 0.1 -0.2 0.7126
H 10.87506 21.78003 23.91475 0.1 0.6 0.2 0.4920
H 9.83127 23.46072 25.42595 -0.1 0.2 0.3 0.6146
H 13.04357 21.53026 22.84620 0.5 -0.5 0.3 0.6181
H 13.07748 22.45732 21.28302 -0.2 -0.3 0.9 -0.1399
H 11.62925 21.53937 21.74395 0.1 -0.3 -0.1 0.4445
N 10.51668 29.56782 24.47208 -5.1 0.7 -1.1 -0.0228
S 11.83195 30.34378 24.52461 0.4 -0.5 -1.4 0.8737
O 12.07467 30.79203 25.82158 1.1 1.0 2.3 -0.6459
O 12.19945 31.07747 23.38505 0.3 1.9 -1.2 -0.4935
F 12.73678 29.09837 24.27409 1.2 -1.7 0.7 -0.1052
S 9.16060 30.46595 23.99727 1.5 -0.8 0.0 1.0450
O 9.51446 31.65697 23.25393 -0.8 -1.3 0.8 -0.5286
O 8.11996 30.50796 25.00637 1.4 -0.4 -1.2 -0.6248
F 8.64076 29.40285 22.88387 0.1 0.8 0.9 -0.2778
N 17.93834 27.62048 16.16556 -0.4 0.2 2.0 -0.2719
S 18.76249 26.29611 16.54225 5.8 6.2 6.3 0.8612
O 18.60508 25.83601 17.91379 -0.7 0.1 -2.2 -0.4491
O 20.18971 26.55316 16.15563 -3.3 -0.6 0.5 -0.6028
F 18.27979 25.38407 15.57582 -2.6 -5.2 -4.3 -0.1461
S 16.45817 28.02943 16.62788 1.7 1.8 -4.1 1.0516
O 16.20251 29.25137 17.34805 1.2 -0.7 0.4 -0.1676
O 15.58119 26.96370 16.80716 -1.5 -2.2 1.1 -0.6902
F 16.13450 28.53812 15.10580 -0.3 0.1 0.7 -0.4453
N 15.67263 23.33641 25.96713 0.7 -2.3 0.3 0.0231
S 15.10268 24.48689 26.79750 -0.6 3.9 -2.1 0.6520
O 15.18414 24.53279 28.23815 -0.3 -0.5 -1.5 -0.6530
O 13.94037 25.01074 26.07343 1.0 -0.3 1.9 -0.3071
F 16.28181 25.66223 26.34539 -1.3 -1.8 0.9 -0.2780
S 14.92098 21.96319 25.64109 -2.9 0.8 -1.2 0.5441
O 15.79279 21.12965 24.89293 -0.1 0.0 -0.1 -0.4247
O 13.49982 22.10897 25.16383 3.7 -0.2 1.4 -0.4324
F 14.79790 21.26350 27.02623 -0.2 0.1 0.3 -0.2061
N 17.31624 18.53926 21.12666 -0.4 -0.8 -0.2 -0.0584
S 15.87737 18.72790 20.55089 -1.2 1.6 3.1 0.9432
O 15.05824 17.80870 21.27825 -0.1 -0.2 -0.6 -0.6493
O 15.62322 19.09420 19.22082 0.5 -0.4 -1.1 -0.5806
F 15.48505 20.19211 21.31487 0.1 -1.3 -0.5 -0.2881
S 18.53504 19.37990 20.67658 1.7 0.0 -0.6 0.9594
O 18.32530 20.77678 20.78894 0.2 0.5 -0.7 -0.3468
O 19.22150 18.77711 19.54710 -0.4 0.8 1.7 -0.6334
F 19.47872 19.09048 22.00289 -0.6 -0.2 -1.3 -0.2802
N 21.31992 23.27590 24.43534 -1.2 -0.8 1.5 -0.0269
S 21.62332 24.53382 23.63727 0.4 0.3 -2.4 0.8026
O 20.78408 24.56751 22.48989 -0.1 0.0 -0.4 -0.4924
O 22.99226 24.92068 23.52209 -0.1 0.1 0.6 -0.6439
F 20.92712 25.63157 24.52491 -0.1 0.7 1.0 0.0428
S 22.17259 22.18486 25.12006 1.4 -2.2 -2.9 0.9437
O 23.02258 21.47798 24.16960 -1.6 0.7 1.6 -0.6724
O 21.40044 21.46899 26.08764 -0.1 0.3 -0.1 -0.5171
F 23.19941 22.99422 25.93836 1.1 0.9 1.2 -0.2211
N 19.65780 30.25803 22.25063 -1.9 -0.9 2.0 -0.5213
S 18.20707 29.70073 22.94731 4.1 0.5 -0.3 0.9701
O 17.64056 30.69574 23.81872 0.3 -1.4 -0.6 -0.6489
O 18.32118 28.28111 23.28614 -1.1 2.1 -0.4 -0.3932
F 17.34063 29.85573 21.62705 -0.4 -0.5 0.0 -0.1135
S 20.94166 29.30405 22.18186 0.4 1.8 -0.7 1.0879
O 21.00301 28.76737 20.86199 0.5 -0.6 -0.2 -0.5607
O 21.34703 28.52716 23.30880 -0.3 0.2 0.1 -0.3235
F 22.09216 30.51319 22.10531 -1.4 -1.2 0.3 -0.3969
N 11.82230 25.09646 19.71798 2.4 -4.0 0.5 -0.0806
S 12.60968 23.81296 19.08158 0.8 3.6 -2.9 0.8582
O 13.82236 23.50563 19.76965 -0.1 0.2 1.2 -0.5925
O 12.79671 24.03237 17.67210 -0.9 -1.1 1.0 -0.6000
F 11.73049 22.57546 19.39065 -0.8 -0.2 -0.3 -0.2545
S 10.97490 26.05075 18.86490 -0.9 0.9 -0.8 0.7329
O 10.30426 25.60035 17.67695 0.7 0.4 1.3 -0.6008
O 11.61049 27.34609 18.87656 -0.1 0.3 -0.5 -0.5040
F 9.89108 26.21059 19.99471 -1.1 0.5 -0.1 -0.2790
N 17.21472 18.32831 28.73978 -0.3 -0.3 -0.2 -0.2526
S 16.82315 19.21507 29.98952 -1.8 4.1 0.3 0.9651
O 15.64093 20.09353 29.68147 2.6 -2.2 0.6 -0.5850
O 17.83341 19.88659 30.82317 -1.4 -1.9 -1.9 -0.6130
F 16.25640 18.01432 30.77111 -0.2 -0.3 0.9 -0.2143
S 17.90840 18.97299 27.50980 1.2 -1.0 -1.8 0.8086
O 18.02990 20.38740 27.60144 0.1 0.5 -0.3 -0.4757
O 17.51580 18.40848 26.19637 0.9 0.8 3.1 -0.1664
F 19.39094 18.39939 27.83086 -0.9 0.5 -1.0 -0.3676
N 15.06704 33.22889 17.29334 0.2 1.1 4.1 -0.1731
S 14.02632 33.64721 18.43650 2.0 1.2 0.8 0.9443
O 13.69322 32.52532 19.25768 -0.4 0.0 0.3 -0.3832
O 12.99626 34.54721 18.00479 0.5 -0.4 0.4 -0.5752
F 15.04595 34.55642 19.47044 -1.6 -1.6 -2.2 -0.3918
S 14.47933 32.57737 16.05949 3.4 3.4 -1.7 1.0863
O 13.84831 33.52077 15.26366 -2.4 2.5 -2.4 -0.6844
O 13.94534 31.33432 16.09776 -3.0 -6.1 1.2 -0.5094
F 15.83654 32.36169 15.33058 1.2 -0.3 -0.4 -0.3316
```
Positions in Å, forces in eV/Å.

Calculated values
* gap between HOMO and LUMO: 6.9 eV
* DFT total energy: -424947.060 eV
* energy relative to the best compared isomer or geometry (same formula, charge and spin): 0.0 kJ/mol
* spin multiplicity: 1
* net charge: +3
* HOMO energy: -13.4 eV